{"formula": "C16H24Cl32GaNOPSi", "method": "the ωB97M-V functional and the def2-TZVPD basis", "energy_ev": -490778.70386, "lumo_ev": 1.33, "orbital_gap_ev": 5.1145, "total_charge": -1, "e_homo_ev": -3.8, "symbols": ["Ga", "Cl", "Cl", "Cl", "Cl", "Cl", "Cl", "Cl", "Cl", "Cl", "Cl", "Cl", "Cl", "Cl", "Cl", "Cl", "Cl", "Cl", "Cl", "Cl", "Cl", "Cl", "Cl", "Cl", "Cl", "Cl", "Cl", "Cl", "Cl", "Cl", "Cl", "Cl", "Cl", "P", "Si", "O", "N", "C", "C", "C", "C", "C", "C", "C", "C", "C", "C", "C", "C", "C", "C", "C", "C", "H", "H", "H", "H", "H", "H", "H", "H", "H", "H", "H", "H", "H", "H", "H", "H", "H", "H", "H", "H", "H", "H", "H", "H"], "positions_angstrom": [[-1.319, -2.353, -0.194], [-3.543, 8.241, 4.007], [-8.715, 5.268, 0.012], [-8.484, 4.967, 2.879], [-2.414, 3.020, 2.721], [6.136, -2.453, 1.301], [-3.578, 5.359, 3.655], [-1.808, -0.765, -5.844], [-1.115, 2.797, 5.305], [6.896, 4.991, -2.013], [8.700, 6.526, -0.352], [-6.556, 3.035, 8.068], [-0.550, 0.834, 3.201], [-4.827, 2.612, 5.785], [-5.812, 6.950, 2.747], [5.014, -5.118, 1.429], [5.727, 2.910, 1.040], [7.877, -4.742, 1.601], [3.497, 2.296, 2.781], [-9.815, 2.928, 1.316], [6.175, -3.923, 3.794], [-1.307, 1.538, -4.166], [3.137, 2.278, -0.084], [9.689, 5.219, -2.737], [-5.344, 6.606, 5.581], [-2.161, 1.905, -6.906], [-7.050, 0.823, 6.265], [0.498, 0.910, -6.335], [8.913, 3.643, -0.439], [3.537, 4.784, 1.307], [-6.947, 3.264, 1.124], [-7.539, 3.537, 5.389], [0.425, 3.550, 2.961], [-0.036, -1.597, 1.672], [0.671, -3.767, -4.637], [-0.360, -3.017, -3.507], [-3.181, -1.954, 0.293], [-0.414, -4.109, -6.193], [-6.492, 2.501, 6.376], [3.975, 3.066, 1.262], [-1.196, 0.895, -5.809], [0.228, -1.923, -2.786], [-8.490, 4.106, 1.332], [1.360, -5.444, -4.088], [-0.577, -2.735, 3.077], [6.298, -4.058, 2.031], [1.796, -1.815, 1.278], [-0.914, 2.548, 3.550], [8.549, 5.095, -1.386], [2.650, -2.501, 2.405], [-0.911, -1.297, -1.901], [-4.566, 6.790, 3.997], [2.141, -2.713, -5.228], [0.587, -6.230, -3.979], [-3.379, -0.968, 0.152], [1.983, -2.357, 0.332], [2.029, -5.810, -4.903], [-0.502, -5.203, -6.336], [-1.849, -1.184, -2.485], [2.204, -2.854, -6.331], [-0.243, -3.777, 2.880], [0.047, -3.657, -7.087], [3.509, -1.842, 2.649], [2.045, -1.628, -5.069], [3.073, -3.461, 2.049], [2.207, -0.792, 1.149], [-1.442, -3.738, -6.017], [3.103, -3.109, -4.843], [-1.184, -3.947, -0.334], [1.995, -5.411, -3.182], [-3.352, -2.168, 1.271], [1.069, -2.212, -2.129], [2.115, -2.667, 3.354], [-0.131, -2.390, 4.025], [-0.579, -0.258, -1.667], [-1.681, -2.713, 3.085], [0.504, -1.133, -3.521]], "atomic_forces_ev_per_a": [[-0.7, 0.0, -0.3], [-0.1, -0.1, 0.0], [0.0, -0.1, 0.1], [-0.3, 0.1, -0.4], [0.4, -0.6, -0.2], [0.1, -0.2, 0.1], [-0.5, 0.8, 0.2], [0.1, 0.2, 0.1], [-0.1, 0.2, 0.0], [0.2, 0.0, 0.1], [0.0, -0.1, -0.1], [0.0, 0.0, -0.1], [0.0, 0.4, -0.6], [-0.2, 0.0, 0.1], [0.2, 0.1, 0.1], [0.3, 0.0, 0.0], [-0.1, 0.1, 0.0], [-0.1, 0.0, 0.0], [0.2, 0.0, -0.2], [0.1, 0.1, 0.0], [0.0, 0.0, -0.2], [0.0, -0.1, -0.2], [0.1, 0.1, 0.1], [-0.1, 0.0, 0.1], [0.0, 0.0, -0.1], [0.1, 0.0, 0.0], [0.0, 0.2, 0.0], [-0.1, 0.0, 0.0], [0.0, 0.1, -0.1], [0.0, -0.1, 0.0], [-0.2, 0.1, 0.0], [0.2, -0.3, 0.3], [-0.3, 0.1, 0.1], [-0.2, 0.4, 0.1], [-1.1, 0.0, -0.2], [1.9, -0.7, -1.0], [0.5, -0.2, -0.2], [0.0, -0.3, 0.7], [0.1, 0.0, 0.0], [-0.1, -0.2, 0.0], [-0.1, -0.1, 0.1], [-2.2, 1.3, 0.5], [0.1, -0.1, 0.0], [0.4, -0.3, -0.2], [1.0, -0.6, -0.7], [-0.1, 0.1, 0.0], [0.6, -0.4, 0.7], [0.1, -0.2, 0.4], [-0.1, 0.0, 0.0], [0.4, 0.4, -0.3], [0.8, 0.1, 0.1], [0.1, -0.1, 0.0], [0.2, -0.3, -0.5], [0.3, 0.5, 0.2], [0.0, 0.0, 0.2], [-0.3, 0.2, 0.3], [-0.3, 0.3, 0.3], [0.1, 0.4, -0.1], [0.6, -0.2, 0.1], [-0.1, 0.0, 0.6], [-0.3, 0.4, 0.3], [-0.4, -0.1, 0.3], [-0.4, -0.4, 0.0], [0.1, -0.4, 0.1], [-0.4, 0.5, 0.4], [-0.4, -0.5, -0.1], [0.5, 0.0, -0.3], [-0.5, 0.5, 0.1], [0.2, 0.0, 0.0], [-0.5, 0.0, -0.3], [-0.1, 0.2, 0.0], [-0.1, 0.0, -0.5], [0.0, 0.0, -0.5], [-0.5, -0.2, -0.2], [-0.2, -0.5, 0.1], [0.5, 0.1, 0.2], [0.4, -0.5, 0.3]], "lowdin_charge": [0.1782, 0.5147, 0.5164, 0.4543, 0.4554, 0.5315, 0.4602, 0.5672, 0.4752, 0.5164, 0.5137, 0.5083, 0.4651, 0.5076, 0.4973, 0.5424, 0.4870, 0.5045, 0.5064, 0.5226, 0.5189, 0.5486, 0.5289, 0.5117, 0.5040, 0.5026, 0.5255, 0.5117, 0.5034, 0.5064, 0.5372, 0.4693, 0.4781, 0.6616, 0.4626, -0.2690, -0.1695, -0.1805, -2.0274, -2.0372, -2.0319, -0.3695, -2.0295, -0.1842, -0.3989, -2.0348, -0.4808, -1.9888, -2.0449, -0.1898, -0.2988, -2.0114, -0.1701, 0.0317, -0.0605, 0.0446, 0.0318, 0.0202, 0.0344, 0.0276, 0.0243, 0.0181, 0.0369, 0.0038, 0.0027, 0.0308, 0.0074, 0.0316, -0.0793, 0.0288, -0.0745, 0.0991, 0.0465, 0.0037, 0.0305, 0.0112, 0.0702]}